226
Properties=species:S:1:pos:R:3:forces:R:3 method="wB97M-V/def2-TZVPD" homo_lumo_gap_ev=8.875 de_lowest_kcal_mol=3.8 fmax_ev_per_a=3.7 energy_ha=-3714.96616 total_charge=0 e_lumo_ha=0.0153
C 3.941638 -2.454765 3.610031 -1.23 -1.07 0.08
C 3.751870 -3.692477 2.683800 2.10 0.80 0.14
C 2.499588 -4.465884 2.781594 -1.26 -1.00 1.18
O 1.903918 -4.384572 4.090655 1.20 -0.01 -0.01
C 1.012583 -5.409044 4.371484 -1.58 -0.51 -1.95
N 3.841604 -3.404987 1.258530 1.06 0.69 -0.53
H 4.808031 -1.891750 3.288260 0.00 0.30 -0.19
H 4.132057 -2.793110 4.634332 -0.02 0.02 -0.05
H 3.003284 -1.879117 3.639163 0.68 0.28 -0.27
H 4.612977 -4.355936 2.934258 -0.54 0.20 -0.19
H 2.695832 -5.476543 2.409888 0.15 -0.45 0.75
H 1.739557 -4.187375 2.093130 -0.62 1.13 -0.75
H 1.467756 -6.405982 4.327211 0.18 0.11 0.47
H 0.203565 -5.464009 3.561858 0.72 0.18 0.80
H 0.478968 -5.195083 5.287035 0.26 -0.15 0.39
H 4.660682 -2.821740 1.055943 0.08 -0.63 0.20
H 3.107897 -2.762389 1.008304 -0.90 0.14 -0.06
C -0.593535 0.256537 0.417863 -0.32 -0.67 1.04
C 0.092949 -1.112805 0.249694 0.21 0.59 -0.27
C 0.576872 -1.244252 -1.183601 1.00 0.85 -0.02
O -0.397040 -0.870925 -2.112128 -1.22 0.13 0.25
C -0.031731 -1.002770 -3.463872 -0.92 -1.13 0.67
N 1.330681 -1.224832 1.086773 -1.04 -0.34 -0.43
H -1.509960 0.351011 -0.173865 0.23 0.09 0.02
H 0.107325 1.047426 0.237326 0.38 0.50 -0.72
H -0.823717 0.422859 1.479912 -0.31 -0.30 -0.10
H -0.649795 -1.918407 0.445074 0.85 0.33 0.28
H 0.940543 -2.244511 -1.383381 0.18 -0.47 -0.04
H 1.431036 -0.534302 -1.265421 -0.09 -0.37 -0.09
H 0.125513 -2.094481 -3.694904 0.01 1.03 -0.19
H 0.823295 -0.402218 -3.643349 1.19 0.36 -0.45
H -0.867371 -0.570968 -4.017607 0.07 -0.36 -0.28
H 1.846336 -0.334740 1.066826 -0.37 -0.39 -0.03
H 1.020755 -1.409425 2.029271 0.19 0.04 0.46
C -2.783373 2.954461 -3.373357 -0.50 1.55 0.89
O -1.549725 2.494739 -2.781853 -0.84 0.12 -0.61
H -3.177232 3.882284 -2.841930 0.62 -1.26 -0.28
H -2.737893 3.263977 -4.414312 0.68 -0.21 -0.25
H -3.533649 2.180012 -3.313666 -0.30 -0.18 0.16
H -1.679873 1.541363 -2.744025 0.55 -0.11 0.27
C 1.584344 4.180926 -1.725321 0.01 -0.09 0.29
O 1.193892 2.823265 -1.564814 0.49 0.01 -0.29
H 1.252608 4.692807 -0.825499 -0.25 0.72 -0.22
H 2.664209 4.226343 -1.694638 0.33 -0.05 -0.24
H 1.210120 4.607261 -2.674615 0.10 -0.05 0.56
H 0.277891 2.802492 -1.831544 -0.76 -0.44 -0.15
C -1.193424 -2.628121 6.177898 -1.04 0.00 -1.55
C -1.115454 -1.235669 5.503876 0.08 0.29 0.69
C -1.864764 -0.312795 6.416433 -3.36 0.68 1.27
C -1.538970 1.175875 6.308375 -1.46 -0.50 -1.47
C -0.086611 1.353880 6.538376 0.88 0.90 -0.05
C 0.754498 0.540437 5.566101 0.26 0.13 -0.80
N 0.299102 -0.851656 5.595147 0.53 -1.51 -1.25
O 0.960074 -1.607966 4.495118 0.32 0.14 1.35
C 0.704294 1.202109 4.196942 -0.63 0.18 -0.90
C 2.215025 0.506731 5.976190 1.57 -0.17 0.61
C -1.808932 -1.202859 4.109615 2.59 -1.14 -1.32
H -0.570954 -3.339443 5.627452 0.00 0.10 0.19
H -2.250721 -2.948723 6.019432 0.63 -0.11 0.60
H -0.908446 -2.569247 7.231143 -0.13 -0.07 -0.26
H -3.007727 -0.467740 6.201999 1.92 0.29 0.32
H -1.798994 -0.592972 7.487137 0.40 -0.04 -0.48
H -2.207268 1.770802 6.934421 0.33 -0.10 0.37
H -1.839437 1.486120 5.279360 0.43 -0.01 0.44
H 0.190041 1.070420 7.530701 0.02 -0.37 0.94
H 0.216274 2.406907 6.455121 -0.02 -0.15 -0.14
H -0.319958 1.434544 3.853051 0.27 -0.03 0.31
H 1.236935 2.173516 4.242316 -0.02 -0.69 -0.26
H 1.086075 0.494237 3.440901 0.32 0.63 0.24
H 2.908841 0.142006 5.191885 -0.71 -0.08 0.15
H 2.646519 1.487609 6.225554 -0.54 0.05 -0.02
H 2.393198 -0.134188 6.861353 -0.32 0.23 -0.34
H -2.861670 -1.403069 4.174945 -0.53 0.17 0.17
H -1.355290 -2.060394 3.516893 -0.57 0.86 0.56
H -1.573482 -0.315107 3.462405 -0.44 -0.54 0.96
H 1.571261 -2.276401 4.912938 -1.08 0.90 -0.32
C 2.933772 0.692371 -5.917324 0.56 -0.92 -0.55
C 2.290379 2.017177 -6.310969 0.46 1.56 0.48
C 2.465390 3.148614 -5.246247 0.56 -0.39 -0.31
C 3.913008 3.697138 -5.232353 -0.62 -2.29 -0.01
C 4.360612 4.044838 -6.646533 0.82 0.71 -0.29
C 4.142930 3.053401 -7.794695 -0.04 -0.63 -0.45
N 2.751908 2.587002 -7.596896 0.21 0.25 -0.19
O 2.525712 1.562713 -8.515412 -1.21 -0.10 -2.49
C 4.282444 3.848165 -9.208395 0.35 -1.12 0.53
C 5.223519 1.909942 -7.840795 0.66 0.50 -0.53
C 0.789779 1.830682 -6.417553 -0.98 0.21 0.12
H 2.288999 0.210903 -5.197819 -0.27 -0.28 0.20
H 3.921766 0.706463 -5.445781 -0.10 0.53 -0.08
H 3.048356 0.005523 -6.795072 -0.34 0.65 0.65
H 1.750560 3.942134 -5.508522 0.10 -0.17 0.23
H 2.211213 2.682659 -4.280068 -0.05 0.46 -0.12
H 4.491322 2.819504 -4.838517 0.05 0.93 -0.22
H 4.008441 4.520648 -4.524978 0.15 0.08 -0.18
H 5.437967 4.248720 -6.637833 -0.14 0.36 0.00
H 3.824195 4.938998 -6.974194 0.16 0.24 0.20
H 5.294911 4.287288 -9.260883 -0.44 0.10 0.37
H 4.306126 3.148686 -10.081808 -0.45 0.31 0.82
H 3.529775 4.637785 -9.383940 0.24 -0.46 0.35
H 5.412691 1.352859 -6.933199 -0.26 0.20 0.49
H 5.157108 1.145357 -8.619605 -0.93 0.21 -0.05
H 6.184604 2.358932 -8.125674 -0.08 0.30 0.37
H 0.356403 1.660887 -5.417494 0.19 -0.08 -0.30
H 0.472614 1.047953 -7.083421 0.18 -0.77 -0.10
H 0.276465 2.703261 -6.832819 0.37 0.30 0.19
H 1.938844 1.975854 -9.205032 0.86 -0.68 1.00
C -6.836521 -3.187387 -2.002018 0.12 0.54 -1.11
C -6.607532 -2.367386 -0.756395 0.14 0.56 0.14
C -7.447274 -3.006658 0.357832 1.09 -0.91 0.75
C -7.054180 -2.515906 1.759067 -0.25 -0.84 0.05
C -5.550440 -2.716282 2.002214 -0.18 0.29 0.21
C -4.713952 -2.014360 0.960200 0.94 -0.89 -1.69
N -5.174862 -2.598990 -0.385038 -0.34 1.79 0.52
O -4.378651 -1.887859 -1.387491 -0.10 -1.14 0.28
C -4.647156 -0.488329 1.075534 1.44 -1.19 0.17
C -3.282973 -2.561116 1.021931 -1.04 -1.07 0.87
C -6.876828 -0.841350 -0.983797 1.03 0.04 -0.05
H -7.806064 -3.662183 -2.092911 -0.49 0.41 0.08
H -6.151659 -4.002246 -1.980256 0.70 -0.73 0.00
H -6.602492 -2.597509 -2.898617 -0.23 -0.24 0.10
H -8.488252 -2.825848 0.205532 -0.79 0.26 -0.35
H -7.320424 -4.124192 0.306227 0.05 0.92 -0.03
H -7.632938 -3.077852 2.529685 0.31 0.49 -0.49
H -7.372901 -1.471766 1.787365 0.29 0.11 0.46
H -5.255434 -3.779888 1.983588 -0.45 0.24 0.00
H -5.232618 -2.324649 2.971877 -0.18 -0.03 0.15
H -5.580633 -0.111461 1.350370 -1.31 1.08 0.08
H -3.952383 -0.191184 1.856330 0.15 -0.30 0.45
H -4.173137 -0.103546 0.183820 -0.54 0.37 -0.46
H -3.318537 -3.633447 0.726684 0.23 0.75 0.22
H -2.543523 -2.011121 0.501606 0.34 0.53 -1.05
H -2.966749 -2.487666 2.040028 0.27 -0.24 0.89
H -6.197054 -0.389357 -1.745160 -0.32 -0.75 0.43
H -6.644190 -0.284997 -0.077405 -0.47 -0.07 -0.18
H -7.864406 -0.572288 -1.313476 -0.69 -0.34 0.00
H -3.703470 -2.569797 -1.518456 0.06 0.42 -0.36
C 0.377958 -5.542619 0.199507 1.48 -0.44 1.88
C -0.589284 -5.941002 -0.886700 0.32 0.75 0.22
C -1.367896 -4.726025 -1.369723 -1.28 -0.03 -0.74
C -2.191812 -5.138594 -2.608232 0.00 -1.20 1.06
C -1.282014 -5.651692 -3.747058 -1.41 1.14 0.76
C -0.364131 -6.703816 -3.263950 0.53 -2.63 -0.52
N 0.292435 -6.384665 -2.006017 0.36 -0.78 0.91
O 0.832239 -7.678246 -1.565437 1.00 0.15 0.05
C -1.169518 -8.044854 -3.234719 -1.62 1.26 0.29
C 0.699465 -6.944659 -4.310313 0.97 0.20 -0.72
C -1.503180 -7.005212 -0.306494 0.94 -1.74 0.03
H 1.002688 -4.631701 0.012350 -0.88 -0.53 0.02
H 1.114464 -6.370682 0.265009 -0.25 0.48 0.06
H -0.038113 -5.554923 1.260212 0.09 0.51 -1.46
H -2.072373 -4.322738 -0.591656 0.88 -0.59 -0.59
H -0.740908 -3.910614 -1.694015 0.70 0.32 0.26
H -2.840327 -4.338919 -2.874123 -0.49 0.75 -0.68
H -2.851302 -5.924816 -2.194353 0.04 0.17 -0.78
H -0.725314 -4.806696 -4.101829 0.48 0.60 -0.35
H -1.826290 -6.071094 -4.604447 -0.08 0.28 0.28
H -2.103796 -7.855692 -2.687824 0.01 -0.07 -0.45
H -1.466767 -8.262878 -4.272424 0.34 -0.40 0.45
H -0.747763 -8.847477 -2.666303 0.74 -0.48 -0.35
H 1.301070 -7.822697 -4.107691 0.05 -0.21 0.32
H 0.236271 -7.147765 -5.275106 -0.13 0.16 -0.10
H 1.406798 -6.113598 -4.443743 -0.32 0.04 0.17
H -2.342192 -7.324236 -0.884081 -0.30 -0.12 -0.73
H -1.952507 -6.666092 0.582196 -0.33 0.73 1.37
H -0.919669 -7.931726 -0.040670 -0.53 0.98 -0.31
H 1.797247 -7.627245 -1.345250 -1.27 0.75 -0.58
C -2.724698 3.512820 1.877522 1.16 0.40 -1.20
C -1.902770 4.834272 1.843698 -0.65 0.09 0.19
C -2.245875 5.529196 0.552075 0.36 -0.89 -1.64
C -3.581433 6.188067 0.506714 0.09 -0.70 -1.18
C -3.611119 7.140888 1.606286 -1.15 1.62 1.40
C -3.472388 6.555789 2.996148 1.01 -0.38 -0.08
N -2.201362 5.760603 2.939115 -0.62 0.19 -0.31
O -1.965866 5.176610 4.167437 1.23 0.19 1.22
C -3.195440 7.617502 4.079237 -0.36 -0.78 0.04
C -4.731197 5.776396 3.367953 0.30 -0.42 -0.52
C -0.388910 4.569335 1.807304 -1.07 -1.27 -0.42
H -2.704851 3.028876 2.814516 -0.08 -0.53 1.31
H -2.220683 2.824707 1.190613 -0.14 -0.06 -0.02
H -3.741885 3.623244 1.530074 -0.26 0.14 0.06
H -1.512699 6.249857 0.292833 0.96 1.04 0.16
H -2.080888 4.785809 -0.236272 -0.40 -0.16 -0.08
H -4.343280 5.448128 0.648006 -0.67 -0.47 -0.01
H -3.837334 6.691887 -0.445194 0.48 -0.30 0.29
H -4.573439 7.612277 1.570238 -0.72 0.67 0.21
H -2.898744 7.933936 1.501803 0.71 0.43 -0.28
H -3.618570 7.324611 5.036438 0.05 -0.16 0.13
H -2.143734 7.748661 4.202671 0.75 0.01 0.07
H -3.600289 8.570780 3.854393 -0.67 0.95 -0.51
H -5.081453 5.170208 2.508942 -0.10 0.37 0.60
H -4.459882 5.095530 4.171546 -0.39 -0.05 0.27
H -5.497454 6.486183 3.706454 0.07 -0.38 -0.11
H -0.207921 4.038530 0.848432 0.23 0.15 0.60
H -0.105559 3.933235 2.638263 0.25 -0.13 0.09
H 0.166030 5.481209 1.834320 0.30 0.66 0.05
H -2.495927 4.394680 4.327925 -0.60 -0.43 -0.36
C 4.312337 1.433998 -1.836686 0.04 -0.09 -1.13
C 4.924085 1.392985 -0.478821 -0.78 0.38 1.47
C 6.170019 2.345944 -0.479991 -1.39 -0.25 0.60
C 6.689175 2.606675 0.916786 0.01 0.09 0.46
C 5.583369 3.165157 1.767881 -1.40 0.14 0.35
C 4.247699 2.348047 1.787615 -0.02 1.10 -0.65
N 3.909829 2.064499 0.373499 0.03 -0.87 0.68
O 2.627935 1.318767 0.341777 2.04 0.43 0.23
C 4.337056 1.208239 2.805959 1.14 1.11 -0.10
C 3.101136 3.280315 2.182412 0.01 -0.24 1.46
C 5.248466 -0.076375 -0.058996 0.69 0.18 -0.49
H 3.504473 0.721214 -1.882635 -0.52 -0.07 -0.08
H 5.037579 1.077876 -2.576536 0.02 0.39 -0.13
H 3.929726 2.455369 -2.059086 0.37 -0.77 -0.07
H 6.862065 1.774898 -1.042352 1.11 -0.01 -0.94
H 5.863899 3.305915 -0.965374 0.37 -0.82 0.15
H 7.504983 3.327254 0.970479 0.17 0.01 -0.43
H 7.085431 1.710092 1.375195 0.09 -0.48 -0.01
H 5.382450 4.196396 1.437306 -0.18 -0.27 0.01
H 5.822355 3.222242 2.821415 0.56 0.20 0.28
H 4.422209 1.643087 3.799119 0.07 0.21 0.12
H 3.487923 0.611929 2.841930 -1.74 -1.15 -0.25
H 5.191222 0.569518 2.685178 0.50 -0.29 -0.22
H 3.141844 3.648350 3.210264 0.63 0.08 0.16
H 3.065576 4.148297 1.548023 -0.26 0.17 -0.50
H 2.180299 2.710660 2.222764 -0.30 0.08 -0.63
H 4.414945 -0.759738 0.182858 -0.12 0.84 -0.28
H 5.912812 -0.099078 0.813756 0.03 -0.03 -0.33
H 5.769240 -0.519789 -0.931856 -0.04 -0.01 0.56
H 2.184093 1.959401 -0.211217 -1.15 0.05 -0.55